Here is C36H69Ge3N2O2S5SbSi3Sn as an isolated structure from OMol25. Energies are from wB97M-V/def2-TZVPD.

Results
Maximum force (eV Å⁻¹): 0.7
<S²>: 0.753
Calculated total energy (eV): -305249.9109
HOMO energy (alpha / beta) (eV): -8.85 / -9.31
Charge: +1
Multiplicity: 2
LUMO level (alpha / beta) (eV): -3.203 / -3.220

```
122
Properties=species:S:1:pos:R:3:forces:R:3
Sn 0.4147 -0.7740 0.4867 -0.60 0.04 -0.27
C 1.1388 -3.7670 -2.3013 -0.11 -0.12 0.13
C 0.2117 -4.2522 -1.1795 0.09 0.17 -0.08
Ge -1.1063 -2.8501 -0.6715 0.19 -0.11 -0.17
C -2.6166 -3.7187 0.2889 0.02 0.07 0.07
C -2.8802 -5.1423 -0.2164 -0.04 0.14 0.01
C -2.0080 -2.5081 -2.3890 -0.01 0.09 -0.05
C -1.8756 -1.5254 -3.2900 -0.05 -0.05 0.05
Ge -0.9123 0.0920 -2.7032 -0.24 0.01 -0.35
C -2.2678 1.2427 -1.7808 0.23 0.03 -0.05
C -3.0863 2.2518 -2.5986 0.08 -0.08 0.08
C 0.2327 0.8875 -4.1457 -0.14 -0.06 0.19
C -0.3417 1.8578 -5.1878 0.03 -0.02 0.13
C -2.5355 -1.6015 -4.6276 0.00 -0.01 0.02
C -2.7145 -2.8333 -5.2659 0.03 0.01 -0.02
C -3.3525 -2.9153 -6.4949 0.02 -0.02 0.03
C -3.8211 -1.7679 -7.1227 -0.02 0.00 -0.01
C -3.6466 -0.5365 -6.5091 0.05 0.04 0.08
C -3.0047 -0.4599 -5.2792 0.03 -0.10 0.04
H 1.9213 -4.4992 -2.5269 -0.15 0.02 -0.02
H 1.6246 -2.8244 -2.0249 -0.01 -0.05 -0.04
H 0.5809 -3.5816 -3.2225 0.03 0.01 0.04
H 0.7936 -4.5229 -0.2946 -0.02 -0.01 0.00
H -0.3402 -5.1419 -1.4930 0.03 0.03 0.00
H -3.4918 -3.0828 0.1214 0.04 -0.05 -0.01
H -2.4529 -3.7323 1.3633 -0.01 -0.01 0.04
H -3.0465 -5.1711 -1.2971 0.04 -0.03 0.07
H -3.7736 -5.5539 0.2598 0.04 -0.02 -0.03
H -2.0448 -5.8069 0.0133 -0.04 0.02 -0.02
H -2.6989 -3.3248 -2.6361 0.14 0.07 -0.06
H -1.7405 1.7557 -0.9709 -0.06 -0.04 -0.03
H -2.9337 0.5128 -1.3122 0.02 0.05 0.05
H -2.4595 2.8985 -3.2151 -0.01 0.00 0.01
H -3.6689 2.8944 -1.9331 -0.01 0.00 -0.02
H -3.7947 1.7542 -3.2593 0.01 -0.02 -0.03
H 0.6451 0.0001 -4.6369 0.03 0.09 0.00
H 1.0730 1.3642 -3.6367 0.10 -0.01 0.03
H -1.0362 1.3633 -5.8632 -0.04 -0.01 0.02
H 0.4682 2.2682 -5.7962 -0.04 -0.01 0.00
H -0.8627 2.7017 -4.7283 0.04 -0.05 -0.03
H -2.3387 -3.7359 -4.7973 0.01 0.05 -0.03
H -3.4798 -3.8819 -6.9684 0.01 0.05 0.02
H -4.3169 -1.8336 -8.0843 0.04 0.00 0.06
H -4.0098 0.3678 -6.9850 0.02 -0.06 0.03
H -2.8770 0.5026 -4.8023 -0.02 0.09 0.00
S -1.2366 -1.6364 2.7832 -0.20 -0.24 0.38
Sb -0.5097 -2.6101 5.0442 0.38 0.37 -0.06
S 0.0587 -3.2423 2.4927 -0.17 -0.26 -0.08
S 1.8351 -2.4683 1.8614 0.14 0.10 0.02
S 1.2195 -1.3809 5.6628 -0.20 -0.16 0.01
O 0.7362 2.3286 -0.9216 0.25 -0.19 0.25
H 0.3366 2.9841 -1.5156 0.10 0.00 0.10
H 1.5776 2.0511 -1.3308 -0.24 -0.09 -0.01
C -0.7907 5.0988 -0.9923 0.04 -0.15 -0.21
Si -0.7469 4.5765 0.8068 0.23 0.27 0.26
C -2.2828 3.6689 1.3426 -0.11 -0.20 0.00
C -0.4771 6.0929 1.8694 0.06 0.12 0.05
Ge 1.2127 3.2046 1.1502 -0.04 0.24 -0.64
Si 3.3301 3.9205 0.1859 0.05 0.19 0.23
C 4.6714 2.8273 0.8901 0.08 -0.09 0.07
C 3.5334 5.7026 0.7113 0.01 0.10 0.07
C 3.4026 3.7937 -1.6820 -0.26 -0.07 -0.11
Si 1.4472 2.2785 3.3677 -0.03 0.01 -0.19
C -0.2115 1.8043 4.0468 -0.11 -0.18 0.03
C 1.9915 3.9140 4.1167 0.10 0.20 -0.16
C 2.8266 1.0475 3.4431 0.12 -0.10 0.09
H -1.4394 5.9721 -1.1196 0.04 -0.12 0.01
H -1.1858 4.3095 -1.6476 0.00 0.15 0.05
H 0.2113 5.3801 -1.3380 -0.12 0.02 -0.01
H -3.1787 4.1236 0.9061 0.09 -0.02 0.04
H -2.3819 3.7121 2.4316 0.01 -0.03 -0.10
H -2.2617 2.6141 1.0488 -0.06 0.12 0.03
H -1.2466 6.8438 1.6548 0.08 -0.08 0.04
H 0.5004 6.5501 1.6751 -0.14 -0.02 0.04
H -0.5356 5.8534 2.9362 0.00 0.04 -0.11
H 4.8875 3.0741 1.9350 -0.01 -0.05 -0.12
H 5.5969 2.9468 0.3146 -0.09 0.00 0.08
H 4.3677 1.7750 0.8395 0.09 0.10 -0.02
H 3.4140 5.8102 1.7956 0.04 0.04 -0.13
H 2.7885 6.3417 0.2248 0.09 -0.04 0.05
H 4.5282 6.0762 0.4430 -0.11 -0.03 0.03
H 3.4312 2.7469 -2.0095 0.03 0.11 -0.03
H 4.3242 4.2686 -2.0356 -0.07 -0.05 0.07
H 2.5634 4.2980 -2.1747 0.12 -0.05 0.01
H -0.8511 2.6864 4.1490 0.06 -0.06 -0.02
H -0.0863 1.3447 5.0328 -0.03 0.03 -0.06
H -0.7125 1.0764 3.4032 0.03 0.05 0.08
H 1.2554 4.7068 3.9402 0.10 -0.05 0.09
H 2.9530 4.2432 3.7023 -0.12 -0.03 0.13
H 2.1138 3.8094 5.2012 -0.02 -0.02 -0.12
H 2.6700 0.2217 2.7485 0.00 -0.05 0.02
H 2.8781 0.6187 4.4465 0.01 -0.01 -0.04
H 3.7838 1.5293 3.2219 -0.14 -0.05 0.01
C 8.3834 -1.0483 0.3318 -0.06 0.00 0.01
C 6.8927 -0.7290 0.2456 0.06 -0.01 0.03
C 6.0959 -1.9805 -0.1071 -0.11 0.28 0.04
N 4.6751 -1.6737 -0.3427 0.28 -0.14 -0.11
C 4.1134 -1.1332 -1.4075 -0.03 0.02 -0.04
S 2.6210 -0.2900 -1.2588 0.16 0.08 -0.17
N 4.6831 -1.1497 -2.6448 0.03 0.02 0.17
C 5.6244 -1.9672 -3.3534 -0.02 -0.06 0.07
O 6.1926 -1.4556 -4.2801 0.01 0.02 0.06
C 5.7590 -3.3998 -2.9929 -0.08 -0.02 0.00
C 4.7205 -4.1163 -2.4045 -0.02 0.10 0.08
C 4.8860 -5.4648 -2.1313 0.00 -0.03 0.01
C 6.0875 -6.0938 -2.4341 -0.01 0.03 -0.02
C 7.1189 -5.3819 -3.0378 -0.02 0.01 0.00
C 6.9486 -4.0395 -3.3337 0.10 0.04 0.01
H 8.9516 -0.1643 0.6220 -0.01 -0.05 -0.02
H 8.7650 -1.3937 -0.6332 -0.02 0.01 0.08
H 8.5747 -1.8289 1.0733 0.01 0.06 -0.06
H 6.7146 0.0301 -0.5227 0.00 0.01 0.05
H 6.5401 -0.3261 1.1998 -0.03 0.04 -0.07
H 6.1372 -2.6995 0.7080 -0.05 -0.10 0.00
H 6.5282 -2.4520 -0.9752 0.01 -0.18 -0.19
H 4.1027 -1.5958 0.4820 -0.08 -0.01 0.15
H 4.3137 -0.4305 -3.2489 -0.06 0.04 -0.09
H 3.7768 -3.6343 -2.1752 0.14 -0.04 -0.03
H 4.0735 -6.0276 -1.6870 0.04 0.03 -0.01
H 6.2148 -7.1462 -2.2104 0.01 0.05 -0.01
H 8.0506 -5.8757 -3.2847 -0.05 0.02 0.00
H 7.7280 -3.4672 -3.8240 -0.04 -0.06 0.04
```
Positions in Å, forces in eV/Å.